Entry 1:
{
  "formula": "C5H8N2S",
  "method": "ωB97M-V/def2-TZVPD",
  "charge": 0,
  "mol_weight_g_mol": 128.2,
  "e_above_lowest_ev": 7.344,
  "species": ["C", "C", "C", "C", "C", "H", "H", "H", "H", "H", "H", "H", "H", "N", "N", "S"],
  "xyz": [[-1.074, 0.567, 1.828], [-0.778, 0.539, 0.288], [-1.505, -0.439, -0.517], [-2.618, -0.795, -1.138], [1.449, -0.205, -0.318], [-0.974, 1.849, 2.245], [-2.218, 0.300, 2.007], [-0.115, -0.193, 2.208], [-1.268, 1.413, -0.019], [-3.638, -0.967, -1.713], [0.832, 3.045, -0.185], [0.579, 2.086, -1.686], [2.278, -0.023, -0.978], [0.650, 0.959, -0.063], [1.126, 2.088, -0.746], [1.203, -1.678, 0.183]],
  "forces_ev_per_angstrom": [[1.60, 0.75, 0.90], [0.36, 2.70, 0.64], [-7.66, -2.51, -4.33], [4.80, 2.02, 2.68], [-0.59, 3.44, -0.19], [0.06, -4.24, -1.22], [2.81, 0.06, -0.12], [-3.41, 2.27, -0.07], [-0.98, 1.50, -0.69], [3.05, 0.14, 1.57], [0.83, -3.29, -1.80], [1.21, 0.65, 1.81], [0.42, 0.61, -0.11], [1.27, -4.93, 0.71], [-3.22, 2.72, -0.60], [-0.56, -1.87, 0.81]],
  "nbo_charge": [-0.614, -0.184, -0.040, -0.246, -0.123, 0.207, 0.244, 0.259, 0.226, 0.280, 0.369, 0.345, 0.202, -0.286, -0.624, -0.013]
}

---

Entry 2:
{
  "formula": "C5H8N2S",
  "method": "ωB97M-V/def2-TZVPD",
  "charge": 0,
  "smiles": "C=NN(C=S)C(=C)C",
  "mol_weight_g_mol": 128.2,
  "e_above_lowest_ev": 2.830,
  "species": ["C", "N", "N", "C", "S", "C", "C", "C", "H", "H", "H", "H", "H", "H", "H", "H"],
  "xyz": [[1.209, -1.235, 2.041], [0.745, -1.340, 0.859], [-0.129, -0.266, 0.467], [-1.286, 0.075, 1.172], [-1.723, -0.493, 2.634], [0.104, 0.224, -0.866], [1.118, -0.201, -1.596], [-0.841, 1.203, -1.521], [0.848, -0.467, 2.741], [2.010, -1.937, 2.407], [-1.863, 0.817, 0.619], [1.815, -0.964, -1.274], [1.306, 0.188, -2.564], [-0.936, 2.128, -0.982], [-1.891, 0.783, -1.601], [-0.485, 1.485, -2.537]],
  "forces_ev_per_angstrom": [[0.11, 0.02, 0.32], [0.28, 0.82, 0.10], [-1.23, 0.09, 0.31], [1.77, -0.47, -0.68], [-0.46, 0.13, -0.04], [-0.25, -0.12, -0.21], [0.97, -0.96, 0.56], [-1.19, -0.35, -0.21], [0.50, -0.23, -0.36], [-1.17, 0.45, -0.67], [0.01, -0.20, 0.16], [-0.10, 0.13, 0.23], [-0.16, 0.36, -0.70], [-0.03, 0.48, 0.45], [1.14, 0.36, -0.05], [-0.20, -0.52, 0.78]],
  "nbo_charge": [-0.037, -0.250, -0.293, -0.100, -0.105, 0.165, -0.427, -0.651, 0.192, 0.198, 0.207, 0.221, 0.200, 0.218, 0.222, 0.239]
}